Entry from the OMol25 dataset: the molecule C9H11NO2 at a distorted geometry (ωB97M-V/def2-TZVPD).

The geometry in ORCA input format:
```
! wB97M-V def2-TZVPD RIJCOSX def2/J DEFGRID3
* xyz 0 1
N -1.61 -2.61 0.66
C -1.19 -1.26 0.30
C 0.01 -1.07 -0.58
C 0.90 0.17 -0.14
C 1.23 0.37 1.20
C 1.92 1.58 1.53
C 2.19 2.58 0.55
C 1.91 2.33 -0.78
C 1.24 1.14 -1.07
C -2.34 -0.64 -0.45
O -3.42 -0.47 0.10
O -2.25 -0.45 -1.77
H -0.96 -3.45 0.67
H -2.54 -3.01 0.74
H -1.25 -0.79 1.27
H -0.17 -0.93 -1.60
H 0.64 -1.94 -0.44
H 1.01 -0.42 1.99
H 2.12 1.78 2.59
H 2.59 3.54 0.85
H 1.99 3.13 -1.51
H 1.16 0.85 -2.12
H -3.17 -0.43 -1.99
*
```

Its SMILES is N[C@@H](Cc1ccccc1)C(=O)O. As for the total energy: -15095.4840 eV. The lowest unoccupied orbital energy comes out at 0.79 eV. For the energy relative to the best compared isomer or geometry (same formula, charge and spin), the calculation gives 164.1 kJ/mol. For the orbital gap, the calculation gives 9.80 eV.